No. 1
ORCA calculation (ωB97M-V/def2-TZVPD) on a structure of composition C38H32N11O2ReS in a non-equilibrium geometry.

CARTESIAN COORDINATES (ANGSTROEM)
H1 -6.46958 2.18617 3.25832
N1 -7.27500 5.43869 4.13747
C1 5.17514 -0.57774 1.31469
C2 -5.54961 2.64978 2.93027
C3 2.72673 -5.19561 2.57734
C4 -2.32450 1.75115 1.37278
H2 0.97823 -4.24756 -0.12931
H3 -1.40732 -2.02711 -2.15144
C5 5.95997 1.80818 2.51149
N2 3.53440 -1.56437 -0.20346
H4 2.83343 -0.87217 3.64993
H5 -0.29289 1.34990 3.50505
C6 -3.35592 2.52025 1.94586
C7 1.16872 -4.73775 0.81581
C8 -6.43313 4.81256 3.66822
C9 2.36894 1.91547 0.81320
C10 1.27701 -0.78868 -3.09222
C11 -1.22042 -5.33443 0.87022
H6 -2.36752 1.58671 -4.20529
C12 5.22148 1.83174 1.33414
N3 2.73958 -2.69343 -0.17710
H7 1.23317 2.27001 -2.13821
H8 -0.03635 0.54306 5.07475
C13 -3.19322 3.90877 2.10298
C14 0.47901 -6.09901 2.65277
N4 -0.97923 -1.85693 -0.01417
N5 2.89116 2.94536 -1.06144
H9 1.37516 1.19250 4.17566
H10 2.62899 -1.65230 -4.49204
Re1 -0.00249 0.03218 0.07082
H11 5.13497 3.45204 -0.12939
C15 4.92492 0.63878 0.70612
C16 6.34928 0.58520 3.04964
C17 -5.37958 4.02862 3.08071
C18 1.76748 -6.01143 3.17286
N6 3.24808 2.69690 0.22427
H12 1.81697 -1.15447 -2.21937
C19 5.91917 -0.61452 2.48732
C20 1.04601 -0.60474 -5.50742
S1 0.51337 -0.83662 3.26448
C21 -1.65596 1.10270 -2.31716
H13 3.70175 -5.07050 3.03382
H14 1.88205 -1.40223 5.09008
H15 -1.36119 -5.99879 0.02122
N7 -0.60272 0.41652 -1.86707
C22 -0.55665 0.41788 -4.12597
C23 2.40600 -4.53266 1.39809
H16 2.09680 -2.51530 3.70661
C24 1.78762 2.27984 -1.21514
H17 4.49605 3.88987 1.45585
C25 1.99247 -1.47194 4.00576
N8 1.40680 1.60149 -0.06669
C26 1.72860 -1.06557 -4.36581
N9 -1.35214 -3.96254 0.31184
H18 -4.66828 0.82877 2.23988
C27 4.37381 -1.68036 0.77021
H19 -0.27630 -6.67236 3.17904
O1 4.19892 -2.83900 1.44678
H20 6.22553 2.72861 3.01914
C28 4.59261 3.08062 0.73635
H21 1.43801 -0.84661 -6.48595
H22 -4.09068 5.72349 2.79676
H23 2.01091 -6.54713 4.08113
H24 -0.63483 0.49752 -6.29115
C29 -4.20113 4.65571 2.66837
H25 6.15175 -1.55802 2.96707
H26 -0.82724 -2.73435 1.95544
H27 2.43783 1.55766 1.82367
C30 0.17489 -5.44152 1.46682
O2 0.98786 -0.52249 1.81147
H28 -2.39779 1.57251 -1.69082
C31 -1.32154 -2.50708 -1.19134
C32 0.11259 -0.03037 -2.99799
C33 -0.10892 0.14469 -5.41263
C34 -1.42023 1.07921 0.86547
N10 -1.54894 -3.77338 -1.01706
C35 -4.54597 1.89673 2.36533
H29 6.94982 0.56861 3.94940
C36 3.15397 -3.41543 0.80938
C37 0.39045 0.73206 4.08754
N11 -1.66519 1.12716 -3.64146
H30 4.38984 0.62162 -0.23366
H31 -2.01120 -5.52501 1.59170
H32 -2.27740 4.38506 1.77720
C38 -1.02487 -2.83455 0.90197

Cartesian forces, eV/Å:
H 0.00 0.00 -0.01
N 0.12 -0.09 -0.06
C -0.03 -0.16 -0.03
C -0.05 -0.01 0.01
C 0.05 -0.01 0.12
C -0.06 0.05 0.02
H -0.02 0.01 0.02
H 0.05 0.00 0.05
C -0.02 0.04 0.01
N -0.13 -0.07 -0.10
H 0.00 -0.03 0.08
H -0.02 -0.01 0.05
C -0.02 -0.02 0.04
C -0.07 0.02 -0.10
C -0.01 0.01 0.01
C -0.16 -0.02 -0.19
C 0.07 -0.04 0.18
C 0.19 0.04 -0.01
H 0.00 0.00 0.01
C -0.04 0.11 -0.15
N 0.00 0.12 -0.11
H 0.02 -0.03 0.04
H 0.02 0.01 -0.02
C 0.07 -0.01 -0.02
C -0.05 -0.03 0.01
N 0.09 0.11 -0.37
N 0.04 -0.18 0.24
H -0.05 0.01 0.00
H -0.03 0.02 -0.01
Re -0.54 0.36 0.92
H -0.02 0.04 -0.07
C -0.05 0.06 -0.13
C -0.01 -0.10 0.00
C -0.11 0.07 0.06
C 0.09 0.04 0.00
N 0.21 0.48 0.05
H -0.02 0.02 -0.06
C 0.07 -0.05 0.15
C 0.02 -0.01 0.04
S -0.25 -0.07 0.11
C 0.19 -0.12 -0.09
H -0.05 -0.02 0.00
H 0.00 -0.02 -0.05
H -0.05 -0.02 -0.05
N 0.13 -0.07 0.29
C -0.26 0.17 0.01
C 0.16 0.08 -0.02
H 0.04 0.02 0.00
C -0.09 0.01 0.18
H -0.05 0.00 0.05
C 0.11 -0.10 -0.05
N 0.02 -0.02 -0.31
C -0.01 0.00 -0.08
N -0.36 -0.41 -0.02
H 0.00 0.03 0.01
C 0.08 0.17 0.11
H 0.03 0.03 -0.02
O 0.12 -0.08 0.14
H -0.01 -0.03 -0.02
C 0.01 -0.22 0.01
H 0.00 0.00 0.01
H 0.00 0.00 -0.01
H 0.01 0.02 -0.03
H 0.04 -0.03 0.03
C -0.01 0.06 0.01
H -0.01 0.05 0.00
H 0.03 -0.05 -0.05
H 0.06 -0.03 -0.03
C -0.13 0.01 -0.15
O -0.01 0.16 -0.32
H 0.02 -0.01 -0.02
C -0.10 0.01 0.18
C -0.08 0.03 0.14
C -0.05 0.03 -0.10
C 0.74 -0.64 -0.49
N 0.15 0.07 0.24
C 0.04 -0.04 -0.03
H -0.01 -0.01 -0.01
C -0.12 -0.10 0.11
C 0.06 0.15 -0.04
N 0.06 -0.03 -0.28
H -0.01 0.03 0.02
H -0.01 0.08 0.05
H -0.03 -0.01 0.01
C -0.05 0.20 -0.09

Output
- Gap between HOMO and LUMO (spin up / spin down): 7.1 / 5.6 eV
- 2S+1: 4
- E_tot: -2695.5790 hartree
- LUMO energy (spin up / spin down): -8.66 / -10.20 eV
- Energy above the lowest of the compared OMol25 structures with the same formula, charge and spin: 3.7 kcal/mol
- Charge: +3



No. 2
ORCA calculation (ωB97M-V/def2-TZVPD) on a cluster of 10 separate species, C18H36Cl18FNO5S in total in a non-equilibrium geometry.

CARTESIAN COORDINATES (ANGSTROEM)
O1 3.01429 2.71826 3.17427
C1 5.13838 0.77263 -5.06768
H1 2.96699 1.55508 -1.36347
F1 0.69669 0.10739 -2.42508
H2 5.02898 1.78713 4.66249
S1 0.17063 1.74715 -2.37549
H3 6.76448 -2.93293 -2.06446
C2 1.14248 0.46483 -7.91542
H4 4.59554 3.66533 -1.52061
C3 -7.54796 -6.11792 2.77054
Cl1 -5.55817 -3.01053 8.25744
C4 -5.08647 -3.38269 9.91998
H5 -8.29560 -3.60765 6.09463
H6 3.11573 4.83083 -1.41214
C5 4.32721 1.61327 -3.87105
C6 -6.23061 -3.42544 -0.72724
Cl2 7.95196 -0.90531 -1.82826
C7 6.06762 1.56771 4.92149
H7 4.41150 0.22049 -5.80696
H8 3.65381 0.18193 3.24208
C8 -3.02563 0.29905 0.34876
Cl3 0.77183 -1.15805 -7.32050
C9 -7.88881 -4.27186 6.86100
H9 2.11415 0.95017 -4.38172
H10 2.86572 4.09413 -3.63497
H11 -5.69738 -4.37916 -0.73636
Cl4 5.07557 -1.28315 -2.11580
O2 -0.88070 2.09137 -3.50178
Cl5 -8.82563 -4.07731 8.34747
H12 -2.03906 0.27275 -0.12029
Cl6 -6.55859 -6.86037 1.50760
H13 -5.18867 -2.48121 10.52898
H14 5.76077 -0.08888 -4.52717
H15 0.50224 1.18657 -7.40240
H16 2.88431 4.38889 1.17107
O3 -0.64178 1.88700 -1.02978
H17 -8.59273 -6.11852 2.45046
C10 3.93071 0.56905 2.15490
C11 2.08421 3.21701 -3.63544
H18 -7.44373 -6.69750 3.69098
H19 4.57725 5.07711 0.70923
Cl7 -5.25968 1.23031 -2.16971
C12 2.46854 2.62744 -1.21218
H20 6.72639 2.31111 4.46609
H21 -6.84677 -4.01045 7.06051
Cl8 2.83423 0.88114 -7.61587
Cl9 -6.10654 -4.65593 10.60073
Cl10 -7.04146 -4.45250 3.07861
H22 5.67970 2.56399 -5.71666
H23 -6.71069 0.76551 -0.36544
Cl11 -5.79215 -2.50697 -2.17266
H24 1.19836 3.57970 -4.34805
H25 -4.04638 -3.71755 9.92820
H26 2.88625 2.23146 -5.52705
Cl12 -7.96237 -5.93854 6.27632
C13 3.82410 2.23666 2.22596
C14 -6.54690 1.62250 -1.02327
O4 6.12664 1.65117 -5.72018
Cl13 -7.96962 -3.73892 -0.67601
H27 3.23014 0.11719 1.32036
Cl14 6.24961 1.63664 6.67853
Cl15 -3.00508 1.47727 1.66649
Cl16 -3.42213 -1.31674 0.94634
Cl17 -8.05531 1.99880 -1.86481
H28 -5.94622 -2.85218 0.15848
N1 1.45433 2.92624 -2.29274
C15 2.77865 1.93085 -4.37677
C16 3.56425 3.82809 -0.94671
H29 6.79128 -1.98446 -3.57906
H30 1.85037 2.52726 -0.19548
H31 5.08247 0.36119 1.91965
H32 0.95200 0.50165 -8.99076
H33 -6.24393 2.48950 -0.43122
C17 6.67596 -1.93198 -2.49373
H34 -3.77575 0.60054 -0.38637
H35 4.91523 2.59262 -3.54432
O5 4.64934 3.02188 1.29442
C18 3.89098 4.10339 0.64703
H36 4.30088 0.85820 -2.94851
Cl18 6.48975 -0.03270 4.30057

Cartesian forces, eV/Å:
O 5.14 -1.96 -6.21
C 0.42 -0.48 1.70
H -0.81 2.48 0.13
F -0.41 3.01 -0.24
H 0.22 -0.13 0.17
S -8.07 2.50 2.21
H -0.07 0.33 -0.01
C -0.38 0.15 -0.18
H -2.32 0.06 1.24
C -0.30 -0.21 0.16
Cl 0.98 0.68 0.58
C 0.28 0.07 0.40
H -0.06 -0.28 0.18
H 0.88 -2.05 1.29
C -0.59 -1.49 -0.07
C 0.28 -0.14 0.28
Cl 0.00 -0.09 -0.07
C -0.14 0.35 -0.13
H 1.38 1.39 1.41
H 0.52 0.86 -2.59
C 0.17 0.15 -0.45
Cl -0.06 0.09 -0.03
C -0.10 0.28 -0.45
H 1.33 2.09 0.24
H -1.63 -1.75 0.69
H -0.22 0.23 -0.07
Cl -0.06 -0.37 0.14
O 5.57 -1.91 3.08
Cl 0.03 0.08 -0.13
H -0.26 0.03 0.27
Cl -0.03 -0.07 -0.02
H -0.10 -0.23 -0.23
H -1.23 1.98 -1.25
H 0.22 -0.23 -0.01
H 1.98 -0.95 -0.63
O 4.40 -1.23 -4.45
H 0.33 0.10 -0.02
C 1.31 1.33 0.08
C -0.62 -0.40 -2.75
H 0.11 0.24 -0.28
H -1.44 -2.23 -0.23
Cl -0.05 0.10 -0.12
C 0.31 -1.18 2.67
H -0.08 -0.27 0.17
H -0.88 -0.59 -0.29
Cl -0.07 0.01 -0.52
Cl 0.16 0.06 0.08
Cl -0.04 0.04 0.06
H 1.13 -2.00 -0.20
H 0.01 0.14 -0.28
Cl 0.08 0.02 0.06
H 1.87 -0.78 1.70
H -0.33 0.01 -0.11
H -0.39 -0.49 2.64
Cl 0.00 -0.12 0.01
C -3.50 0.52 3.90
C -0.02 0.01 0.38
O -2.50 0.91 0.56
Cl -0.02 -0.05 0.09
H 1.45 1.13 1.73
Cl -0.03 0.09 -0.05
Cl 0.00 0.08 -0.04
Cl -0.07 -0.19 -0.01
Cl -0.01 0.00 0.11
H -0.14 -0.08 -0.28
N 0.99 -1.32 -0.79
C 1.02 0.61 -0.87
C 0.37 0.48 -0.67
H -0.06 0.13 0.28
H 1.16 0.24 -2.25
H -2.73 0.13 0.40
H 0.15 -0.09 0.29
H -0.06 -0.18 -0.27
C 0.23 -0.32 -0.14
H 0.28 -0.16 0.39
H -1.21 -2.08 -0.89
O -3.49 -1.27 1.45
C -0.37 2.15 -0.96
H 0.02 2.06 -1.99
Cl 0.14 -0.04 0.00

Output
- Gap between HOMO and LUMO: 9.2 eV
- SMILES string: CC(=O)OCCCN(CCCCO)S(=O)(=O)F.ClCCl.ClCCl.ClCCl.ClCCl.ClCCl.ClCCl.ClCCl.ClCCl.ClCCl
- 2S+1: 1
- E_tot: -9919.5822 hartree
- LUMO energy: -1.18 eV
- Energy above the lowest of the compared OMol25 structures with the same formula, charge and spin: 187.0 kcal/mol
- Charge: 0



No. 3
ORCA calculation (ωB97M-V/def2-TZVPD) on the molecule C8H8N2OS in a non-equilibrium geometry.

CARTESIAN COORDINATES (ANGSTROEM)
C1 0.18931 0.30625 0.02439
N1 -1.99360 -1.07357 -1.54873
O1 -1.06639 -1.46265 -3.80070
H1 -0.22172 -0.48118 3.87586
N2 0.20524 0.66350 -1.24972
S1 -1.51010 -0.44224 -2.87965
H2 -2.98210 -1.25868 0.17986
C2 -2.01563 -0.86007 -0.26571
H3 2.28130 0.83280 0.49539
C3 -0.03344 -0.32229 2.77600
H4 1.48639 0.81104 -2.90239
C4 -1.12901 -0.38377 1.92199
C5 1.49869 1.09547 -1.90856
H5 -2.10987 -0.64480 2.33106
H6 2.02910 0.11713 2.78027
C6 -1.05887 -0.19065 0.47313
H7 2.49816 0.55411 -1.58527
H8 1.50391 2.21183 -1.82239
C7 1.31906 0.34094 0.89939
C8 1.10957 0.18682 2.20576

Cartesian forces, eV/Å:
C 0.52 0.24 -3.48
N -0.10 -0.35 -2.77
O -0.13 0.35 0.00
H 0.63 0.18 -1.41
N 1.58 0.24 -0.65
S 0.57 -0.64 2.05
H 1.60 0.37 0.10
C -1.48 0.95 0.75
H -1.63 -1.28 0.84
C -4.26 0.27 0.34
H -0.58 -0.25 -2.21
C -0.05 -0.51 0.66
C 0.35 -0.30 2.94
H 0.30 -0.15 -0.12
H -0.07 0.72 0.44
C -0.44 -1.04 3.21
H -1.91 1.31 0.12
H 0.59 -0.93 -0.08
C 1.03 2.27 -1.60
C 3.47 -1.46 0.91

Output
- Gap between HOMO and LUMO (spin up / spin down): 6.9 / 6.9 eV
- 2S+1: 1
- E_tot: -892.4554 hartree
- LUMO energy (spin up / spin down): -0.91 / -0.91 eV
- Energy above the lowest of the compared OMol25 structures with the same formula, charge and spin: 67.1 kcal/mol
- Charge: 0



No. 4
ORCA calculation (ωB97M-V/def2-TZVPD) on a structure of composition C33H37N7O7P2Pb in a non-equilibrium geometry.

CARTESIAN COORDINATES (ANGSTROEM)
C1 -2.05618 1.83031 -6.86941
H1 -1.50896 0.15882 -4.40494
N1 -2.20762 0.06530 -2.36892
O1 -1.23252 3.37017 0.83996
C2 0.72552 0.70197 -5.70030
C3 3.89920 -3.71639 -1.43365
O2 -0.97916 -0.89657 6.49580
H2 3.30422 -0.46401 -4.81326
N2 -2.98645 -1.27622 2.06813
Pb1 -0.41105 2.35098 -1.24588
H3 -1.32092 3.47216 -7.96167
C4 3.88264 -1.52828 -0.81189
C5 -0.53973 1.55198 3.93047
C6 -4.80931 -3.14719 -1.54342
H4 5.33574 -2.91075 0.11028
C7 -2.77189 1.85010 -3.65757
H5 -3.29677 0.68308 -0.59659
H6 4.03298 -0.55614 -0.38291
O3 -0.19923 3.97089 2.68298
C8 3.51416 0.42451 -4.23714
N3 -2.72601 -2.26234 -1.49266
P1 -1.30657 -1.36116 -1.65295
C9 0.49633 2.00710 -5.52396
C10 4.25709 2.43738 -3.50452
C11 -0.97139 1.80300 2.62275
C12 -3.37301 2.03396 -2.37921
P2 1.68151 -0.50473 -2.09098
N4 -0.64193 0.18140 5.96485
C13 0.34838 2.84818 -6.73497
H7 -4.73882 -3.82818 0.61271
C14 4.52646 -2.73810 -0.58729
H8 -4.04690 2.82392 -2.07848
H9 -2.91597 2.46509 -6.61203
C15 4.36744 1.47995 -4.56175
C16 2.88739 -3.06680 -2.13040
N5 2.87796 -1.71315 -1.78151
C17 3.28588 1.95790 -2.62302
H10 -1.53649 -1.72174 4.28859
C18 0.39639 -0.13598 -6.89759
H11 1.01141 1.99164 1.07604
H12 1.55190 0.26635 -5.14720
H13 0.35284 3.91114 -6.49620
H14 -3.90799 -1.99649 -3.26318
C19 -3.87443 -2.41169 -2.26883
C20 -2.97546 -2.86184 -0.23913
O4 -3.04054 -2.47687 2.43913
O5 -3.81678 -0.75564 1.29864
H15 1.22082 2.66202 -7.38348
C21 -0.51828 -2.12565 -3.12138
H16 2.25841 1.66034 -0.16792
H17 -1.22621 -2.13923 -3.97674
C22 0.75990 -1.29951 -3.45714
H18 4.16015 -4.76511 -1.49986
H19 -2.90210 2.46839 -4.53878
C23 1.21938 1.49714 0.12728
H20 -0.60032 1.94883 -8.46135
N6 -0.78261 3.10313 2.02008
N7 2.85600 0.69645 -3.04461
C24 -0.91687 2.52587 -7.57859
C25 -2.05113 0.66201 -3.61311
H21 4.82812 3.34463 -3.39427
H22 0.57013 2.49267 -4.54579
C26 -3.00230 0.94033 -1.59376
H23 -5.78342 -3.47351 -1.89018
H24 -1.18836 -0.56433 -8.32232
H25 0.90143 -1.10985 -6.77014
C27 -0.77727 0.30129 4.54172
C28 -1.52134 0.71029 1.83578
H26 2.17772 -3.44081 -2.84359
C29 -1.38062 -0.74940 3.83373
O6 -0.23671 1.16212 6.61843
C30 -4.24866 -3.38449 -0.24484
H27 -1.33846 -1.46891 -6.83058
H28 0.84643 0.29712 -7.80282
H29 -0.26984 -3.17939 -2.87423
H30 -2.13534 -2.94108 0.42596
C31 -1.10018 -0.46342 -7.21866
H31 2.88908 2.40848 -1.72994
H32 -0.02494 2.34097 4.48000
O7 -1.43302 0.68908 0.57776
H33 -3.03086 0.04025 -6.30617
H34 1.03096 0.42848 0.25646
H35 4.98655 1.54468 -5.44116
H36 1.42633 -1.85415 -4.13670
C32 -2.12353 0.50347 -6.70545
H37 0.35332 -0.44744 -4.02404
C33 -1.92316 -0.45294 2.59365

Cartesian forces, eV/Å:
C -0.19 -0.38 -0.38
H -0.13 0.28 0.29
N 0.75 1.04 0.36
O 0.64 -0.44 2.11
C 1.03 0.00 -0.18
C -0.71 0.98 -0.18
O 0.57 1.63 -0.99
H 0.19 -0.11 0.22
N -1.06 -1.68 -0.55
Pb 0.12 -0.46 0.76
H 0.17 -0.20 -0.08
C -0.11 -1.23 -0.34
C -0.34 -0.02 0.26
C 1.02 0.87 -0.19
H -0.11 0.10 -0.17
C 0.09 -0.64 0.14
H -0.03 -0.14 0.10
H 0.07 0.14 0.08
O -1.08 -1.45 -1.25
C 0.68 0.84 0.12
N -1.07 -1.20 1.20
P -1.15 0.53 -0.24
C 0.45 -0.30 -0.18
C -1.09 -0.88 0.23
C -0.06 -0.48 0.07
C 0.39 -1.33 0.04
P 1.85 1.04 -1.38
N 0.52 -0.33 2.32
C -1.10 0.48 -0.59
H 0.15 -0.08 -0.25
C -0.87 0.77 -0.58
H 0.14 -0.07 0.03
H 0.41 -0.40 0.09
C -0.82 -0.74 0.99
C 0.83 -0.05 0.54
N 0.64 -0.67 0.91
C 0.62 -0.19 -0.58
H -0.24 0.25 0.04
C 0.33 -0.31 -0.85
H 0.47 0.01 0.06
H -1.18 0.07 0.69
H 0.01 -0.01 0.16
H -0.10 -0.01 0.02
C -0.27 -0.76 0.54
C -0.46 -0.46 -1.58
O 0.01 2.44 -0.31
O 1.53 -0.63 1.61
H -0.18 0.15 0.29
C 0.19 0.23 -0.24
H -0.20 -0.04 0.22
H 0.54 -0.05 0.27
C -0.50 -0.31 -0.80
H -0.13 0.19 -0.06
H 0.16 -0.14 0.37
C -0.10 0.11 0.36
H -0.25 0.03 0.26
N 0.57 1.31 0.09
N -0.89 -0.78 -0.13
C -0.29 0.35 -0.45
C -0.43 0.20 0.10
H -0.16 0.08 -0.01
H 0.71 -0.20 -0.30
C -0.15 0.13 -1.12
H 0.19 0.24 0.04
H -0.03 0.12 0.54
H -0.09 0.36 -0.09
C 0.27 1.07 -1.11
C 1.04 0.63 -1.72
H 0.00 -0.14 -0.07
C -1.09 0.56 -0.56
O -0.57 -1.44 -1.23
C 0.72 0.10 -0.21
H 0.11 0.36 -0.03
H -0.02 0.04 0.07
H -0.30 0.60 0.17
H -0.23 0.05 0.28
C 0.37 -0.35 0.02
H 0.17 -0.06 -0.05
H -0.35 -0.24 -0.02
O -0.80 -0.02 1.31
H 0.23 0.36 0.06
H 0.03 0.34 0.05
H 0.03 -0.05 0.03
H -0.23 0.22 0.10
C -0.57 0.56 -0.65
H 0.52 -0.27 0.37
C 0.19 -0.14 0.69

Output
- Gap between HOMO and LUMO: 6.5 eV
- 2S+1: 1
- E_tot: -3064.7374 hartree
- LUMO energy: -1.84 eV
- Energy above the lowest of the compared OMol25 structures with the same formula, charge and spin: 0.0 kcal/mol
- Charge: 0